{"formula": "C52H54NO15P", "method": "wB97M-V/def2-TZVPD", "lumo_ev": -1.64, "orbital_gap_ev": 7.2819, "largest_force_ha_per_bohr": 0.0148, "spin_multiplicity": 1, "symbols": ["C", "C", "O", "P", "O", "C", "C", "C", "C", "C", "C", "O", "C", "C", "C", "C", "C", "C", "C", "C", "C", "N", "C", "O", "C", "O", "C", "O", "C", "C", "C", "C", "C", "C", "O", "C", "C", "H", "H", "H", "H", "H", "H", "H", "H", "H", "H", "H", "H", "H", "H", "H", "H", "H", "H", "H", "H", "H", "H", "H", "H", "H", "H", "H", "H", "H", "H", "H", "H", "H", "H", "H", "H", "H", "H", "O", "C", "C", "C", "C", "O", "C", "C", "H", "H", "H", "H", "O", "C", "C", "C", "C", "O", "C", "C", "H", "H", "H", "H", "O", "C", "C", "C", "C", "O", "C", "C", "H", "H", "H", "H", "O", "C", "C", "C", "C", "O", "C", "C", "H", "H", "H", "H"], "positions_angstrom": [[-0.8412, 5.3244, 1.5797], [-2.2274, 4.8298, 1.2124], [-2.2436, 4.5193, -0.1990], [-3.6237, 4.0838, -0.8807], [-4.7382, 3.9970, 0.0794], [-3.3309, 2.5574, -1.7748], [-2.1635, 1.6544, -1.3329], [-0.7346, 1.9753, -1.7857], [0.1610, 2.6879, -0.7411], [-0.0737, 2.3784, 0.7425], [0.3066, 0.9825, 1.2165], [0.0234, 0.8271, 2.6063], [-0.6221, 2.6812, -3.1828], [-1.0113, 4.1566, -3.2501], [-0.2492, 4.9865, -4.2566], [0.4247, 6.1416, -3.8603], [1.1051, 6.9277, -4.7838], [1.1448, 6.5765, -6.1316], [1.9033, 7.4097, -7.1286], [0.4634, 5.4231, -6.5266], [-0.2252, 4.6439, -5.6081], [0.7703, 2.4452, -3.6065], [1.0531, 1.1174, -3.2334], [1.9153, 0.4192, -3.6819], [0.0421, 0.6737, -2.1485], [-0.7881, -0.3645, -2.6851], [-0.6356, -1.5846, -2.0756], [-1.3532, -1.9047, -1.1669], [0.4147, -2.4590, -2.6524], [1.3226, -3.0941, -1.8087], [2.3077, -3.9104, -2.3416], [2.3735, -4.0935, -3.7186], [1.4579, -3.4723, -4.5623], [0.4825, -2.6406, -4.0307], [-3.8367, 5.1358, -2.0605], [-3.8016, 6.5389, -1.7519], [-2.4410, 7.1677, -1.9832], [-0.8860, 6.0442, 2.3948], [-0.3757, 5.8249, 0.7284], [-0.1856, 4.5125, 1.8809], [-2.9887, 5.5719, 1.4434], [-2.4705, 3.9238, 1.7675], [-4.2461, 1.9979, -1.5697], [-3.3225, 2.7411, -2.8489], [-2.2089, 1.5894, -0.2449], [-2.4270, 0.6633, -1.6910], [1.2113, 2.4577, -0.9524], [0.0762, 3.7715, -0.8439], [0.5401, 3.0821, 1.3122], [-1.1030, 2.5659, 1.0503], [-0.2100, 0.2082, 0.6441], [1.3819, 0.8230, 1.0948], [-0.8352, 0.4067, 2.6970], [-1.2267, 2.0545, -3.8450], [-0.9443, 4.6196, -2.2667], [-2.0630, 4.2227, -3.5354], [0.4023, 6.4271, -2.8147], [1.6069, 7.8240, -4.4371], [1.8422, 6.9774, -8.1261], [2.9614, 7.4501, -6.8600], [1.5444, 8.4384, -7.1570], [0.4867, 5.1382, -7.5718], [-0.7384, 3.7532, -5.9513], [1.4571, 3.0901, -3.2348], [0.6507, 0.2794, -1.3362], [1.2475, -2.9427, -0.7386], [3.0284, -4.3980, -1.7003], [3.1449, -4.7212, -4.1451], [1.5152, -3.6198, -5.6325], [-0.2212, -2.1374, -4.6799], [-4.1505, 6.7169, -0.7322], [-4.5322, 7.0032, -2.4135], [-2.4268, 8.1446, -1.4949], [-2.2458, 7.3262, -3.0428], [-1.6429, 6.5724, -1.5459], [0.7033, 4.1185, 4.0746], [0.5394, 3.2051, 4.8565], [1.3641, 1.9734, 4.7876], [1.1785, 0.9722, 5.6427], [0.1397, 1.0431, 6.7002], [-0.0309, 0.1315, 7.4795], [-0.6885, 2.2755, 6.7660], [-0.5028, 3.2771, 5.9114], [2.1079, 1.9405, 4.0029], [1.7646, 0.0628, 5.6109], [-1.4413, 2.3031, 7.5435], [-1.0925, 4.1848, 5.9388], [3.1755, -5.2963, 5.4055], [3.2915, -5.3684, 4.2012], [4.2788, -6.2848, 3.5790], [4.4050, -6.3606, 2.2568], [3.5667, -5.5368, 1.3517], [3.6849, -5.6101, 0.1468], [2.5763, -4.6237, 1.9767], [2.4469, -4.5463, 3.2975], [4.8679, -6.8817, 4.2621], [5.1149, -7.0216, 1.7765], [1.9714, -4.0350, 1.2987], [1.7315, -3.8896, 3.7764], [3.6375, -8.4501, 5.9657], [3.0265, -8.4608, 7.0141], [2.3721, -9.7043, 7.4960], [1.7039, -9.7325, 8.6451], [1.5857, -8.5210, 9.4966], [0.9797, -8.5501, 10.5454], [2.2398, -7.2798, 9.0135], [2.9074, -7.2461, 7.8627], [2.4745, -10.5740, 6.8595], [1.2192, -10.6261, 9.0174], [2.1385, -6.4110, 9.6514], [3.3877, -6.3526, 7.4909], [-4.4931, -3.5361, -4.0375], [-3.8580, -4.4837, -3.6262], [-2.8638, -4.3318, -2.5352], [-2.1596, -5.3711, -2.0955], [-2.3421, -6.7266, -2.6704], [-1.7048, -7.6762, -2.2689], [-3.3411, -6.8791, -3.7605], [-4.0436, -5.8403, -4.2033], [-2.7410, -3.3389, -2.1250], [-1.4243, -5.2794, -1.3057], [-3.4565, -7.8768, -4.1646], [-4.7753, -5.9259, -4.9968]]}

=====

{"formula": "C2H6ClO2PS", "method": "wB97M-V/def2-TZVPD", "lumo_ev": -0.22, "orbital_gap_ev": 9.2861, "largest_force_ha_per_bohr": 0.1509, "spin_multiplicity": 1, "symbols": ["C", "O", "P", "C", "O", "S", "Cl", "H", "H", "H", "H", "H", "H"], "positions_angstrom": [[-0.4251, 1.9397, 0.1776], [-0.0267, 0.6155, 0.4381], [0.4899, -0.2792, -0.8170], [0.4106, -2.0027, -0.0634], [-0.2464, 0.0504, -2.3370], [2.5873, 0.0019, -1.0537], [2.8376, -1.2450, -2.5769], [-0.9925, 2.0955, -0.8284], [0.4753, 2.6427, -0.0176], [-0.8747, 2.3857, 0.9793], [1.2141, -1.9233, 0.6925], [-0.5921, -2.2368, 0.1851], [0.6846, -2.8309, -0.6588]]}